No. 1
Density functional theory data (ωB97M-V with the def2-TZVPD basis set) for a structure of composition C32H43N3O3PtSe in a non-equilibrium geometry.

The geometry in XYZ format:
```
83
Properties=species:S:1:pos:R:3:forces:R:3
Pt 0.000000 0.000000 0.000000 7.6 -6.1 1.8
Se 1.938381 1.353510 0.488796 1.3 1.0 0.3
O -0.829595 0.871712 1.545128 -0.6 3.6 7.0
O -1.727577 0.651784 -0.367206 -5.0 2.7 -3.8
O -0.121323 0.958764 -1.676109 2.7 5.2 -6.5
N -3.162902 -3.761972 -1.411920 0.4 0.8 0.1
N 0.158430 -1.470622 -2.976814 -1.1 -0.5 0.5
N -3.271593 -0.508285 0.315383 -3.9 -2.2 1.8
C 1.497304 2.506469 -0.986563 1.1 1.2 -0.4
C -3.121140 1.075377 2.945567 -0.1 -0.1 0.0
C -0.490283 3.883273 3.622906 0.3 -1.0 -1.0
C -2.203091 -0.489522 -0.551147 -1.6 2.0 1.6
C 2.823302 5.909668 3.380103 0.1 -0.1 -0.1
C 2.189497 3.700669 -1.154950 -0.4 0.0 -0.6
C 0.186318 2.946049 -3.006423 0.3 1.3 -0.6
C -1.860243 -1.523908 -1.353681 -0.1 -1.9 -2.1
C 2.474026 6.751597 -1.125334 0.0 0.2 0.3
C 1.911273 4.557582 -2.234200 -0.2 0.0 -0.1
C -3.501217 3.511340 3.269813 -0.2 0.3 -0.1
C -0.512783 1.177285 -4.691296 0.1 -0.4 0.0
C -0.353065 1.984700 2.123140 -1.3 -2.9 -1.1
C -0.905521 2.519118 -4.030141 0.0 -0.1 -0.1
C -1.098441 3.543361 -5.178334 0.2 0.3 0.0
C 4.213159 5.556874 -2.509342 0.4 0.0 0.0
C -2.526455 2.352977 3.583385 0.0 -0.2 0.0
C -2.604333 -2.741200 -1.356895 -0.3 -0.5 -0.1
C 1.400282 5.583169 3.894850 0.0 0.0 0.0
C 1.501992 3.537402 2.308049 -0.6 -0.1 0.4
C 0.906708 4.161412 -3.149422 0.0 -1.1 1.0
C -2.481877 2.115254 5.111126 0.1 0.0 0.4
C -2.271047 2.377620 -3.320115 -0.4 -0.2 0.3
C 0.929507 2.396267 1.753150 0.8 1.0 0.9
C 2.707595 5.875678 -2.375726 -0.1 0.0 0.0
C 0.507231 2.125956 -1.891929 -1.5 -3.0 0.1
C 2.295920 6.708562 -3.614200 -0.1 0.0 -0.1
C 0.803258 4.310130 3.254080 0.1 -0.1 -0.1
C 0.497954 6.794263 3.571467 -0.2 0.3 -0.1
C -1.100955 2.725661 3.082042 0.2 1.0 0.5
C -0.737023 -1.443983 -2.232198 0.9 -0.9 -1.0
C 1.489165 5.396941 5.425519 0.0 0.0 0.4
H 2.498190 3.798299 1.986910 0.1 0.1 0.1
H 1.224707 7.000184 -3.559514 0.6 -0.2 -0.1
H 0.462466 1.277773 -5.215520 -0.5 0.0 0.2
H -0.160722 3.668889 -5.762496 -0.5 0.0 0.3
H -0.425740 0.350308 -3.961681 0.0 0.7 -0.4
H 2.141723 4.531399 5.671676 -0.4 0.5 -0.1
H -1.790180 1.278512 5.350387 -0.4 0.5 -0.1
H 2.807517 6.240105 -0.199512 -0.2 0.2 -0.5
H 0.689821 4.805052 -3.978611 -0.1 0.2 -0.3
H 2.817243 6.085032 2.283340 0.1 -0.2 0.6
H -1.421758 4.530728 -4.783395 0.2 -0.4 -0.2
H 4.599709 5.013559 -1.622517 -0.3 0.2 -0.5
H -2.140308 3.013586 5.664688 -0.1 -0.4 -0.3
H 3.040435 7.705109 -1.200945 -0.3 -0.4 0.0
H 4.806039 6.492077 -2.608688 -0.3 -0.4 0.0
H -1.277363 0.868210 -5.436663 0.3 0.3 0.3
H 4.396952 4.929737 -3.408498 -0.1 0.3 0.5
H 2.893006 7.644535 -3.674549 -0.2 -0.5 0.1
H -3.060609 2.083302 -4.045313 0.4 0.2 0.2
H -4.136362 0.871021 3.350953 0.4 0.3 0.0
H 0.491968 5.218800 5.878258 0.5 0.0 -0.3
H -3.728218 0.383367 0.108913 -0.2 -0.5 -0.1
H 0.430473 6.942646 2.471748 0.0 -0.1 0.6
H -3.549502 3.687961 2.173481 0.0 -0.1 0.6
H 0.453950 -1.655856 0.052544 0.2 0.9 0.8
H -3.490300 1.855430 5.500400 0.5 0.1 -0.3
H 3.214828 6.831226 3.863414 -0.3 -0.5 -0.2
H -3.196220 4.458332 3.759839 -0.1 -0.4 -0.3
H 2.953354 3.953541 -0.433654 0.1 0.1 0.1
H 1.394310 6.993471 -1.018972 0.6 -0.2 0.0
H -1.883109 3.199120 -5.887001 0.4 0.0 0.5
H 2.473880 6.139568 -4.552408 -0.2 0.3 0.5
H 3.529954 5.084195 3.614125 -0.4 0.4 -0.2
H 1.915277 6.303364 5.907918 -0.2 -0.4 -0.2
H -4.525328 3.272842 3.630784 0.5 0.0 -0.2
H -1.030042 4.466576 4.351734 -0.2 0.1 0.2
H -2.260713 1.606267 -2.526668 0.2 0.5 -0.4
H -0.529881 6.659626 3.967177 0.5 0.0 -0.3
H -2.565896 3.344375 -2.857805 0.1 -0.5 -0.2
H -2.498151 0.184915 3.176887 -0.3 0.6 -0.3
H -2.841063 -0.235600 1.201450 0.0 -0.8 -0.2
H 0.908480 7.722476 4.024884 -0.2 -0.4 -0.2
H -3.230140 1.190711 1.845627 0.2 0.2 1.2
```
Forces are in eV/Å.

- <S²> = 2.008
- calculated total energy (a.u.) = -4155.6458
- strongest force on any atom (eV/Å) = 9.95
- net charge = -2
- 2S+1 = 3
- HOMO-LUMO gap (alpha / beta) (eV) = 3.91 / 4.50
- LUMO energy (alpha / beta) (eV) = 4.05 / 4.04

---

No. 2
Density functional theory data (ωB97M-V with the def2-TZVPD basis set) for a cluster of 2 separate species, C32H43N4 in total in a non-equilibrium geometry.

The geometry in XYZ format:
```
79
Properties=species:S:1:pos:R:3:forces:R:3
N 4.517513 -1.638681 2.398665 -2.1 0.0 0.1
N 2.966316 6.320550 6.040343 0.4 0.4 0.1
N -5.641875 -1.654331 2.716186 2.1 0.0 0.0
N 1.215891 5.414843 3.933425 -0.3 0.3 0.0
C -3.004927 0.753774 2.538217 -0.8 -0.4 0.0
C 2.306008 -3.506022 1.988756 0.1 -0.4 -0.3
C 1.873419 0.756015 2.653116 0.8 -0.3 0.0
C 3.429069 6.066255 7.432413 -0.2 0.2 -0.8
C -3.217075 -2.039520 2.970980 0.3 -0.2 -0.2
C 2.090447 -2.030255 2.171663 -0.3 -0.2 0.2
C 4.916384 6.455702 7.485075 0.1 -0.1 0.0
C -0.409648 7.160277 4.355917 0.2 -0.2 0.1
C 1.555720 6.749900 5.968011 0.9 -0.4 -0.2
C -3.424782 -3.521642 3.107335 -0.1 -0.4 0.3
C 0.096440 5.152636 3.008165 0.5 0.0 0.1
C -5.642913 0.711393 2.426538 0.0 0.4 0.0
C 3.689747 -3.984112 2.504098 -0.2 0.2 0.3
C -1.834869 -0.038465 2.710662 0.6 0.1 0.2
C -5.977935 -3.070063 2.939288 0.0 0.5 0.1
C -6.570420 -0.531143 2.485277 0.3 -0.5 0.1
C -4.241279 0.162989 2.566404 0.4 0.1 0.0
C -4.329285 -1.226931 2.755174 -2.1 -0.3 -0.2
C 4.510889 0.721407 2.739529 0.0 0.4 0.1
C 5.218004 7.245199 6.183229 0.1 0.0 0.0
C 3.110506 0.169248 2.604752 -0.4 0.1 0.0
C 3.912638 7.279712 5.376672 -0.8 -0.6 0.6
C -0.565578 0.578466 2.597341 0.0 -0.9 0.0
C 0.704377 -0.036454 2.480936 -0.7 0.1 -0.2
C -4.801045 -3.993719 2.566873 0.2 0.2 -0.3
C 4.857508 -3.047003 2.138749 0.0 0.5 -0.1
C -0.945395 6.272330 3.208400 -0.1 0.1 0.0
C -1.989263 -1.423907 3.001198 -0.7 0.1 0.0
C 1.073324 6.770382 4.521389 0.2 -0.3 -0.3
C 3.202184 -1.216187 2.388997 2.1 -0.3 0.2
C 0.860656 -1.418285 2.171403 0.7 0.1 0.0
C 5.444248 -0.513689 2.629248 -0.3 -0.5 -0.1
H -1.142330 -2.006735 3.311380 0.1 -0.1 0.0
H -6.252264 -3.192977 3.991713 0.0 -0.1 0.0
H 6.142075 -0.449887 1.788598 0.0 0.1 0.1
H 1.504291 -4.047489 2.508916 0.3 0.0 -0.1
H -0.948341 6.972818 5.291260 0.0 -0.1 -0.1
H 5.573330 8.260258 6.400485 -0.2 -0.2 0.0
H -1.071368 6.859640 2.289555 0.1 -0.2 0.2
H 0.454865 5.108613 1.973887 -0.2 0.1 0.0
H 6.011427 -0.703064 3.544988 0.0 0.1 -0.1
H 1.693786 7.465568 3.938177 -0.1 0.1 0.2
H 0.951909 6.040421 6.538989 0.0 -0.1 -0.1
H 5.761345 -3.288137 2.708879 -0.2 -0.1 0.0
H -2.921425 1.807593 2.350662 0.2 0.4 0.0
H -5.849343 1.402375 3.250949 -0.1 -0.1 -0.2
H 4.700656 1.440118 1.935008 0.1 -0.1 0.2
H -7.109914 -0.705463 1.549910 0.0 0.1 0.1
H -0.316674 4.166978 3.246256 -0.2 0.0 -0.1
H 5.138491 7.050945 8.379709 -0.1 -0.1 -0.2
H 2.189671 -3.755644 0.928480 0.1 0.0 0.0
H 2.827700 6.654111 8.131825 0.1 0.1 0.2
H 3.465640 8.278264 5.369536 0.1 0.2 0.0
H 3.268227 5.010229 7.675800 0.0 0.1 0.0
H -2.615420 -4.040659 2.575554 -0.3 0.0 0.1
H 3.645779 -4.068590 3.597124 0.0 0.1 -0.1
H -7.291660 -0.490901 3.306915 0.0 0.1 -0.1
H 4.056534 6.979192 4.333103 0.0 0.1 0.1
H 5.119461 -3.143745 1.080587 0.0 -0.1 0.0
H -0.567909 1.654978 2.591492 0.0 0.4 0.0
H 0.011103 -1.997811 1.864002 -0.1 -0.1 0.0
H -5.751770 1.274239 1.491749 -0.1 -0.2 0.2
H 4.629299 1.253932 3.690989 0.1 -0.1 -0.2
H 5.547252 5.561112 7.555805 -0.1 0.2 -0.1
H -5.010355 -5.018200 2.905166 0.0 0.4 0.0
H 3.900840 -5.000101 2.143308 0.0 0.4 0.0
H 6.015976 6.763581 5.605881 -0.2 0.0 0.2
H -4.745626 -4.056154 1.472767 0.0 0.1 0.1
H 1.789000 1.808825 2.853576 -0.2 0.3 0.1
H 1.440247 7.729448 6.439848 -0.1 0.4 0.0
H -3.312854 -3.801834 4.160550 -0.1 0.0 0.0
H -0.526731 8.230173 4.138204 0.1 -0.3 0.0
H -1.933361 5.861639 3.452547 0.2 0.1 -0.1
H -6.873333 -3.302814 2.352682 0.2 -0.1 0.0
H 2.137113 5.295457 3.503578 -0.6 0.1 0.3
```
Forces are in eV/Å.

- calculated total energy (a.u.) = -1463.9664
- strongest force on any atom (eV/Å) = 2.15
- relative energy (zero: lowest compared OMol25 entry of this formula, charge and spin) (kcal/mol) = 7.53
- net charge = +1
- HOMO-LUMO gap (eV) = 5.64
- LUMO energy (eV) = -4.01

---

No. 3
Density functional theory data (ωB97M-V with the def2-TZVPD basis set) for a structure of composition C32H44AsBr2MoN3OS4SbSi3 in a non-equilibrium geometry.

The geometry in XYZ format:
```
92
Properties=species:S:1:pos:R:3:forces:R:3
Sb -0.177361 4.092058 0.732234 0.0 -0.1 0.1
Mo 0.680921 0.277554 0.080791 0.5 0.3 0.6
Br -3.408101 -4.742684 4.293223 0.0 0.0 0.0
Br 0.819159 -1.065496 4.534594 0.0 0.0 0.0
As 2.263384 -2.045905 -1.263525 0.1 -0.2 -0.5
S 1.119085 -3.477487 -0.246842 0.2 0.0 -0.1
S 3.727509 -2.512332 -2.656030 0.0 -0.1 0.0
S 2.841557 -0.485252 0.255397 -1.1 0.2 0.0
S 0.723356 -0.509884 -2.068392 -0.1 -0.1 0.5
Si -3.344143 5.093258 1.398748 0.0 -0.1 -0.1
Si 1.910624 2.969341 -1.504816 0.1 -0.2 0.2
Si -1.893457 3.238634 3.467666 -0.1 0.1 -0.1
O -0.041517 -0.472437 1.693221 -0.4 0.0 -0.5
N 3.271909 3.292651 1.034542 0.0 0.0 0.0
N -2.178405 1.905093 -0.174454 0.0 -0.1 0.0
N -1.802004 -1.873905 0.118304 0.0 0.1 0.0
C -1.398474 -2.777581 4.148671 0.1 0.1 0.1
C -0.469941 4.253206 4.150879 0.0 0.1 0.0
C -4.052899 0.482591 -0.636850 0.0 0.0 0.0
C 4.205382 2.738375 3.169118 0.0 0.0 0.0
C -5.061364 4.897525 2.171622 0.0 0.0 0.0
C -0.779942 -1.436553 2.218181 0.3 -0.1 0.1
C 3.124767 1.906623 3.428624 -0.1 0.0 0.0
C -0.599057 -1.798138 3.533481 -0.1 -0.2 -0.1
C -2.570284 -2.599392 -0.649115 -0.1 0.0 0.0
C 2.372707 4.812198 -1.501763 0.0 0.0 -0.1
C -1.576630 1.427563 3.698192 0.1 -0.1 0.0
C -4.696902 0.960058 0.491251 -0.1 0.0 0.0
C 0.662997 2.695990 -2.899376 0.0 0.0 -0.1
C -4.085491 1.939691 1.250144 0.0 -0.1 0.1
C -2.579288 -2.361188 -2.129474 0.1 0.0 0.0
C 1.172181 2.361904 0.194828 0.2 0.1 -0.4
C 3.490555 2.101882 -2.010197 0.0 0.0 0.0
C 2.124500 1.791426 2.483298 0.0 0.1 0.1
C -2.520682 -3.168655 2.044446 0.0 -0.1 0.0
C -3.869276 5.484716 -0.365604 0.0 0.0 0.0
C -3.398476 -3.630674 -0.129456 0.0 0.0 -0.1
C -2.544678 6.608126 2.164932 0.1 0.0 0.1
C 4.223124 3.407826 1.959226 0.0 0.0 0.0
C -2.190935 3.579111 1.600164 0.1 -0.1 0.1
C -3.388377 -3.900161 1.199165 0.0 0.0 0.1
C -0.926408 4.722710 -1.178924 0.1 0.2 -0.1
C -2.823068 2.419295 0.884677 0.0 0.1 0.0
C -2.792840 0.982171 -0.913939 0.0 -0.1 0.0
C -2.347278 -3.427376 3.424996 0.0 0.0 -0.1
C -3.321315 3.640564 4.633999 0.0 0.0 0.1
C 2.226437 2.491817 1.273719 0.0 0.0 -0.1
C -1.740309 -2.161229 1.441231 0.0 0.1 0.0
H -1.260134 1.219006 4.723391 0.0 0.0 0.0
H -1.522059 6.770679 1.813648 0.0 0.0 0.0
H -0.513686 4.198628 5.244062 0.0 0.0 0.0
H -2.958705 3.376255 5.633822 0.0 0.0 0.0
H -1.818854 4.182526 -1.479768 0.0 0.0 0.0
H 3.420103 4.872180 -1.205560 0.0 0.0 0.0
H -1.134024 5.787425 -1.068278 -0.1 0.0 0.0
H -3.134666 7.494150 1.914101 0.0 0.0 0.0
H -2.294783 -3.281666 -2.643662 0.0 0.0 0.0
H -4.211165 3.037921 4.449814 0.0 0.0 0.0
H 5.014041 2.860937 3.877230 0.0 0.0 0.0
H -4.020528 -4.198299 -0.810554 0.0 0.0 0.0
H 1.823138 5.488042 -0.846138 -0.1 -0.1 0.0
H -4.003726 -4.684093 1.618859 0.0 0.0 0.0
H 3.323652 1.092150 -2.384403 0.0 0.0 0.0
H -3.154429 6.043185 -0.962821 0.0 0.0 0.0
H 0.909500 1.791909 -3.448927 0.1 0.0 0.0
H -3.609315 4.693678 4.658875 0.0 0.0 0.0
H -5.736408 4.444507 1.440645 0.0 0.0 0.0
H -0.521473 5.306484 3.863297 0.0 -0.1 0.0
H 0.506300 3.883423 3.838766 0.1 0.0 0.0
H -2.508254 6.531351 3.255453 0.0 0.0 0.0
H 2.272275 5.192894 -2.525456 0.0 0.0 0.1
H 4.197595 2.048875 -1.183833 0.0 0.0 0.0
H -0.374532 2.609949 -2.567802 0.1 -0.1 0.0
H -4.131361 4.572382 -0.909340 0.0 0.0 0.0
H -0.790682 1.074601 3.028006 -0.1 0.1 0.1
H -1.236294 -3.012501 5.190788 0.0 0.0 0.0
H -4.781385 6.085520 -0.286201 0.0 0.0 0.0
H -2.472793 0.837667 3.491852 0.0 0.0 0.0
H -5.433474 5.909649 2.366415 0.0 0.0 0.0
H -5.673190 0.584083 0.773603 0.0 0.0 0.0
H 0.723250 3.539835 -3.596947 -0.1 0.0 0.0
H -0.166851 4.623389 -1.945511 -0.1 0.1 0.1
H 5.047295 4.072050 1.714527 0.0 0.0 0.0
H 3.944627 2.702192 -2.807888 0.0 -0.1 0.0
H -4.582779 2.340403 2.124576 0.1 0.0 0.0
H -5.137071 4.339287 3.097106 0.0 0.0 0.0
H -3.580578 -2.089489 -2.471888 0.0 0.0 0.0
H -4.491787 -0.275866 -1.268088 0.0 0.0 0.0
H -1.860376 -1.597343 -2.405276 0.0 0.1 0.0
H -2.236383 0.624166 -1.771917 0.1 -0.1 0.0
H 3.059869 1.349633 4.356265 0.0 0.0 0.0
H 1.281245 1.140618 2.673449 0.1 0.1 0.0
```
Forces are in eV/Å.

- calculated total energy (a.u.) = -11639.0101
- strongest force on any atom (eV/Å) = 1.08
- relative energy (zero: lowest compared OMol25 entry of this formula, charge and spin) (kcal/mol) = 19.72
- net charge = -1
- HOMO-LUMO gap (eV) = 6.08
- LUMO energy (eV) = 1.58